The following is a quantum chemistry calculation of a 2-piece molecular cluster, H4N4 overall at a distorted geometry, from OMol25.

The value obtained for the HOMO energy is -8.615 eV. The energy above the lowest of the compared OMol25 structures with the same formula, charge and spin comes out at 7.12 kJ/mol. For the gap between HOMO and LUMO, the calculation gives 10.009 eV.

```
8
Properties=species:S:1:pos:R:3:forces:R:3
N 0.32610 -2.17503 -1.24626 -0.372 -1.155 -1.709
N 0.05718 -2.73405 -2.15703 0.423 0.956 1.593
N 0.13216 1.37141 1.05588 0.226 -0.737 0.113
N -0.38278 0.37999 0.09560 -1.248 0.873 -0.301
H -0.51678 1.28506 1.83848 -0.004 0.142 -0.148
H 0.96077 0.92665 1.44555 0.149 0.212 -0.077
H 0.35044 -0.01444 -0.47163 0.494 0.224 0.223
H -0.92709 0.96042 -0.56059 0.332 -0.515 0.307
```
Forces are in eV/Å.

How is the electron density shared among the atoms? According to natural (NBO), the charges in e are: -0.011, 0.011, -0.665, -0.689, 0.338, 0.334, 0.343, 0.339

The following is a quantum chemistry calculation of a single C4H6N2O2 molecule at a distorted geometry, from OMol25.

The value obtained for the HOMO energy is -9.057 eV. The energy above the lowest of the compared OMol25 structures with the same formula, charge and spin comes out at 589.64 kJ/mol. For the gap between HOMO and LUMO, the calculation gives 9.717 eV.

```
14
Properties=species:S:1:pos:R:3:forces:R:3
C 1.27699 1.69320 2.02904 -0.555 -1.383 -0.821
C 0.68277 0.75287 1.55323 0.557 1.087 -0.162
C -0.19129 -0.20400 0.85236 -0.130 -0.089 1.053
C -0.09622 -0.21809 -0.64243 -0.929 0.165 -1.498
N 0.76057 -0.83762 -1.39395 -1.933 1.377 1.005
O 1.71035 -1.35416 -0.56926 2.169 -1.137 -0.033
N -1.11212 0.52364 -1.31589 0.221 -0.172 0.029
O -2.46353 0.33012 -0.84798 0.904 -2.552 -0.240
H 1.90397 2.49070 2.31595 0.128 0.264 0.353
H 0.01135 -1.22787 1.20587 -0.171 0.351 0.016
H -1.21458 0.11858 1.15081 0.515 -0.573 -0.423
H 2.40487 -1.70680 -1.16730 -0.727 0.315 0.543
H -1.07450 0.32645 -2.31550 -0.125 0.081 0.199
H -2.59862 -0.68701 -0.85494 0.077 2.265 -0.022
```
Forces are in eV/Å.

How is the electron density shared among the atoms? According to natural (NBO), the charges in e are: -0.227, 0.002, -0.567, 0.339, -0.168, -0.566, -0.318, -0.554, 0.233, 0.261, 0.275, 0.482, 0.362, 0.447

The following is a quantum chemistry calculation of a single CH2FPS2 molecule at a distorted geometry, from OMol25.

The value obtained for the HOMO energy is -8.981 eV. The energy above the lowest of the compared OMol25 structures with the same formula, charge and spin comes out at 120.30 kJ/mol. For the gap between HOMO and LUMO, the calculation gives 8.577 eV.

```
7
Properties=species:S:1:pos:R:3:forces:R:3
F 3.24629 -0.48974 0.14659 0.434 0.247 -0.382
C 3.27740 0.63491 -0.53371 -3.558 2.091 -0.379
S 4.42382 1.66526 -0.85745 0.732 -0.535 0.023
S 1.32427 1.29437 -0.97982 3.189 -1.290 1.169
P 0.43874 -0.37537 0.06294 -0.354 0.731 -0.826
H 1.11881 -1.17205 -0.87386 -0.454 -0.671 0.021
H -0.67586 -0.12247 -0.80606 0.011 -0.573 0.375
```
Forces are in eV/Å.

How is the electron density shared among the atoms? According to natural (NBO), the charges in e are: -0.312, 0.171, 0.102, -0.156, 0.223, -0.016, -0.011

The following is a quantum chemistry calculation of a single C4H7ClS molecule at a distorted geometry, from OMol25.

The value obtained for the HOMO energy is -9.203 eV. The energy above the lowest of the compared OMol25 structures with the same formula, charge and spin comes out at 52.67 kJ/mol. For the gap between HOMO and LUMO, the calculation gives 10.039 eV.

```
13
Properties=species:S:1:pos:R:3:forces:R:3
C 0.49769 1.64655 -0.33309 0.483 0.352 -0.520
C 0.03451 0.58092 0.29725 -2.277 0.070 0.399
C 0.86436 -0.64140 0.51732 0.051 -0.717 0.636
S 2.53278 -0.39942 -0.12112 0.930 -0.956 -0.195
C -1.45871 0.50847 0.73047 0.710 -0.236 -0.324
Cl -2.45974 -0.52594 -0.38827 0.268 0.280 -0.175
H -0.05966 2.51927 -0.69590 0.000 -0.466 0.588
H 1.56300 1.57873 -0.57976 -0.591 0.606 -0.129
H 0.37628 -1.50785 -0.02901 0.552 0.804 1.069
H 1.02019 -0.84008 1.64964 -0.449 -0.009 -1.905
H 2.30406 -0.49805 -1.45903 -0.154 0.012 0.570
H -1.68266 -0.01426 1.67395 0.638 0.665 -0.113
H -1.85737 1.52676 0.70681 -0.162 -0.405 0.100
```
Forces are in eV/Å.

How is the electron density shared among the atoms? According to natural (NBO), the charges in e are: -0.382, -0.047, -0.573, -0.023, -0.375, -0.099, 0.211, 0.215, 0.251, 0.242, 0.130, 0.225, 0.224

The following is a quantum chemistry calculation of C16H20N4O4Os as an isolated structure at a distorted geometry, from OMol25.

As for the multiplicity: 5. As for the expectation value of S²: 6.014. As for the net charge: +4. The value obtained for the HOMO energy (spin up / spin down) is -18.500 / -21.489 eV. The energy above the lowest of the compared OMol25 structures with the same formula, charge and spin comes out at 66.31 kJ/mol. For the gap between HOMO and LUMO (spin up / spin down), the calculation gives 4.595 / 3.129 eV.

```
45
Properties=species:S:1:pos:R:3:forces:R:3
N -0.31898 -0.89528 -2.02646 -0.514 0.285 -0.814
C -0.08543 -1.12080 -3.14157 -0.662 0.036 0.931
C 0.03879 -1.44949 -4.53909 0.234 -0.071 -0.526
H 0.11830 -0.54284 -5.14697 0.036 -0.023 0.131
H -0.85429 -2.00186 -4.85159 0.102 0.005 0.060
H 0.91803 -2.07344 -4.73255 -0.079 0.060 0.113
N -0.91970 -1.64283 1.50841 0.631 -0.956 0.983
C -1.04121 -2.46655 2.32724 -0.749 0.919 -0.973
C -1.41652 -3.44343 3.30714 0.125 -0.072 0.353
H -2.22733 -4.05502 2.90516 0.014 -0.108 -0.054
H -1.75109 -2.93646 4.21535 0.027 -0.009 0.049
H -0.56976 -4.08948 3.55438 0.029 -0.058 -0.040
N -0.22661 1.88777 0.78588 -0.187 1.825 -0.086
C 0.07545 2.99315 1.01576 -1.001 -1.801 -0.253
C 0.27411 4.37394 1.35579 0.355 0.672 0.107
H 0.96286 4.48118 2.20102 -0.101 -0.075 -0.070
H -0.69159 4.80810 1.63796 0.103 -0.044 0.012
H 0.67606 4.94006 0.50956 -0.028 -0.136 0.020
Os 0.36610 -0.52147 0.34543 -0.124 1.133 -2.423
C 1.32228 -0.15050 1.89144 2.426 3.854 6.327
O 1.96245 0.10757 2.83385 -1.483 -1.618 -3.088
C 1.23375 -2.10025 -0.07551 2.289 -6.677 -3.657
O 1.76779 -3.10187 -0.35244 -1.536 3.578 1.606
C -3.18964 -0.66871 -1.31327 -0.016 -0.885 -0.951
C -2.89744 0.65857 -1.64885 0.229 -0.220 -1.576
C -2.85917 1.63062 -0.65893 0.304 1.583 0.305
C -3.11127 1.28212 0.67324 0.142 1.098 0.789
C -3.39300 -0.03573 1.00733 -0.346 -0.488 1.005
C -3.43235 -1.01592 0.00904 -0.361 -1.006 0.345
H -3.24262 -1.42278 -2.09642 -0.053 0.085 0.099
H -2.71633 0.92473 -2.68929 -0.066 0.011 0.126
H -2.64719 2.66792 -0.91391 -0.080 -0.125 -0.012
H -3.10207 2.05228 1.44226 -0.063 -0.095 -0.090
H -3.61270 -0.30770 2.03966 0.004 0.116 -0.150
H -3.68322 -2.04343 0.27186 0.006 0.153 -0.118
N 4.63577 0.78831 0.53089 0.071 -0.169 0.398
C 3.76195 -0.15836 -0.22682 -0.546 0.271 -0.412
C 2.81375 0.79461 -1.00216 3.065 1.771 -1.483
O 3.42547 1.67108 -1.63563 -1.825 -1.721 1.346
O 1.53782 0.68148 -0.91953 -1.373 -1.304 1.561
H 5.09141 1.41331 -0.16417 -0.104 -0.128 0.322
H 5.33381 0.27797 1.09337 0.030 0.358 -0.187
H 4.05277 1.36822 1.16799 0.738 -0.262 -0.384
H 4.36885 -0.71934 -0.94898 -0.096 0.129 0.283
H 3.25192 -0.83944 0.45412 0.434 0.108 0.076
```
Forces are in eV/Å.

How is the electron density shared among the atoms? According to natural (NBO), the charges in e are: -0.580, 0.546, -0.769, 0.313, 0.306, 0.319, -0.551, 0.645, -0.776, 0.324, 0.322, 0.339, -0.569, 0.528, -0.770, 0.313, 0.306, 0.316, 0.881, 0.490, -0.348, 0.504, -0.332, -0.014, 0.088, 0.000, 0.000, -0.009, -0.026, 0.298, 0.286, 0.298, 0.299, 0.293, 0.293, -0.672, -0.336, 0.743, -0.544, -0.648, 0.495, 0.469, 0.441, 0.291, 0.198

The following is a quantum chemistry calculation of C31H30N5O5PPtS2 as an isolated structure, from OMol25.

As for the multiplicity: 5. As for the expectation value of S²: 6.035. The value obtained for the HOMO energy (spin up / spin down) is -5.770 / -8.338 eV. The energy above the lowest of the compared OMol25 structures with the same formula, charge and spin comes out at 40.23 kJ/mol. For the gap between HOMO and LUMO (spin up / spin down), the calculation gives 5.554 / 5.778 eV.

```
75
Properties=species:S:1:pos:R:3:forces:R:3
Pt -0.77473 0.39880 0.76224 -0.023 0.000 -0.012
N 0.23990 -0.70063 2.53377 0.024 -0.004 -0.023
C 1.54469 -0.02821 2.64433 -0.014 -0.024 -0.004
C 1.42725 1.47644 2.43234 0.074 0.001 0.049
O 2.19355 2.23331 3.02710 0.001 -0.016 -0.042
N 0.45133 1.86350 1.56987 -0.128 0.040 0.079
C 0.21355 3.19354 1.43527 0.037 -0.006 -0.054
C -2.11536 3.48597 3.37509 -0.080 -0.081 -0.126
O -2.31928 4.55908 2.98792 0.035 0.081 0.030
O -1.97691 2.40904 3.78024 0.072 -0.038 0.082
H -0.33774 -0.48164 3.33822 0.003 0.005 0.006
H 0.34036 -1.71023 2.48243 -0.007 -0.019 -0.001
H 2.19824 -0.44651 1.87571 0.011 0.002 0.015
H 2.02089 -0.18480 3.61263 -0.010 0.005 0.006
H -0.52248 3.50560 0.71373 -0.019 0.017 0.025
H 0.83897 3.90037 1.96028 0.013 0.000 0.003
C 0.74152 -0.24501 -0.77725 0.030 -0.014 0.025
C 0.48005 -1.57275 -1.29236 0.028 -0.005 0.033
C -0.51102 -1.80974 -2.26543 -0.003 0.017 -0.029
C -0.79404 -3.08345 -2.71024 -0.003 -0.001 0.003
C -0.09614 -4.18270 -2.19801 -0.006 0.007 -0.016
C 0.89401 -3.97024 -1.23552 -0.004 0.016 0.004
C 1.17148 -2.69330 -0.79464 -0.005 -0.018 0.017
C -0.35480 -5.50911 -2.67601 0.005 0.005 0.017
N -0.53485 -6.58044 -3.05482 -0.002 -0.007 0.003
H 0.59505 0.55390 -1.49594 -0.055 -0.013 -0.061
H 1.69629 -0.16018 -0.26273 0.001 0.061 -0.015
H -1.06051 -0.96382 -2.66486 0.011 -0.016 0.008
H -1.55674 -3.24381 -3.46161 -0.001 -0.003 0.001
H 1.45256 -4.81735 -0.85638 0.006 -0.006 -0.005
H 1.95200 -2.53872 -0.05676 0.000 -0.001 -0.002
O 0.05370 -3.88727 2.31978 -0.006 0.029 0.042
C -1.17482 -4.59284 2.43321 0.025 0.017 -0.005
N -1.58632 -5.25750 1.23218 -0.030 -0.010 -0.023
C -2.47670 -4.83301 0.27234 0.060 -0.007 -0.008
O -2.96653 -5.62443 -0.50294 -0.027 -0.003 -0.004
C -2.83715 -3.38035 0.18362 -0.007 0.007 0.029
C -4.08501 -3.06365 -0.34013 0.001 -0.003 0.003
C -4.41861 -1.73365 -0.49940 -0.008 0.004 0.000
C -3.49368 -0.76391 -0.15330 -0.005 0.030 0.008
N -2.27867 -1.05867 0.31776 0.041 -0.058 -0.024
C -1.96220 -2.35101 0.48181 -0.038 0.004 -0.007
H 0.73165 -4.48919 1.99287 -0.014 0.006 -0.026
H -1.91076 -3.84886 2.73169 -0.002 0.008 -0.009
H -1.09814 -5.34382 3.22116 -0.008 0.001 0.008
H -1.42009 -6.25103 1.16557 0.002 -0.002 -0.004
H -4.75744 -3.86278 -0.62170 0.001 -0.001 0.003
H -5.38019 -1.43572 -0.89208 0.001 0.001 0.000
H -3.72586 0.28553 -0.26142 0.000 0.002 -0.003
H -0.95990 -2.55304 0.82598 0.014 -0.006 0.004
S -0.83610 1.84039 -3.84756 -0.006 0.000 0.000
P -1.11620 3.29814 -2.52200 0.044 0.005 0.032
S -2.05819 2.12761 -1.19131 -0.011 0.019 -0.020
C 0.39345 4.04681 -1.90397 0.004 0.000 -0.012
C 0.35390 5.32531 -1.34994 -0.019 -0.012 0.012
C 1.48504 5.84573 -0.74275 -0.003 -0.004 0.006
C 2.64973 5.09369 -0.68629 0.008 -0.003 -0.005
C 2.69446 3.82782 -1.25323 0.009 0.003 -0.010
C 1.56933 3.30261 -1.86564 -0.001 0.001 -0.009
C -2.14104 4.65932 -3.10278 -0.008 0.001 -0.003
C -3.33444 4.98547 -2.47218 -0.003 -0.004 -0.005
C -4.08383 6.05966 -2.93338 0.002 -0.001 -0.002
C -3.64310 6.79679 -4.02133 -0.002 0.000 0.000
C -2.45068 6.46685 -4.65525 0.000 0.000 -0.004
C -1.69670 5.40115 -4.19624 0.001 0.004 0.004
H -0.55917 5.90669 -1.38000 -0.002 0.004 0.000
H 1.45334 6.83337 -0.30238 -0.003 0.003 -0.003
H 3.52692 5.49523 -0.19627 0.001 -0.001 0.001
H 3.60507 3.24532 -1.21166 -0.003 0.000 0.005
H 1.59944 2.31911 -2.31525 -0.004 -0.021 0.014
H -3.67390 4.39927 -1.62778 0.001 0.001 -0.001
H -5.01234 6.31766 -2.44172 -0.001 0.000 0.000
H -4.23005 7.63209 -4.38044 0.000 0.000 -0.001
H -2.11031 7.04141 -5.50640 0.001 0.000 0.000
H -0.76496 5.14299 -4.68635 0.001 0.002 0.000
```
Forces are in eV/Å.

How is the electron density shared among the atoms? According to Löwdin, the charges in e are: 0.941, -0.040, -0.169, -0.560, 0.010, -0.188, -0.085, -0.444, 0.193, 0.179, 0.095, 0.053, 0.104, 0.118, 0.004, 0.069, -0.178, -0.323, -0.050, -0.026, -0.251, -0.047, -0.058, -0.204, 0.152, -0.007, 0.048, 0.082, 0.123, 0.116, 0.111, -0.070, -0.238, 0.107, -0.434, 0.088, -0.099, 0.022, -0.020, -0.137, -0.095, -0.084, 0.097, 0.131, 0.131, 0.150, 0.129, 0.114, 0.052, 0.086, 0.365, 0.096, 0.378, -0.388, -0.086, -0.071, -0.065, -0.059, -0.096, -0.398, -0.095, -0.071, -0.074, -0.071, -0.088, 0.110, 0.108, 0.109, 0.111, 0.076, 0.076, 0.107, 0.106, 0.107, 0.113